[1]
10
Properties=species:S:1:pos:R:3:forces:R:3:nbo_charge:R:1 method="wB97M-V/def2-TZVPD" smiles="C=CC=C" e_above_lowest_kcal_mol=18.4 e_homo_ev=-9.0 homo_lumo_gap_ev=9.729 spin_multiplicity=1
C 1.83856 0.05234 0.04129 1.8963 1.9693 -0.0203 -0.36
C -1.89704 -0.10833 -0.02391 -0.6309 0.3366 1.8152 -0.39
C 0.60422 -0.42913 -0.03381 0.5913 -1.4885 -1.1749 -0.24
C -0.61049 0.30664 -0.12232 -1.2815 2.7454 0.7678 -0.21
H -2.71803 0.66313 0.19441 1.3584 -1.0808 -0.9387 0.21
H -2.25380 -1.15065 0.27949 0.9853 1.2839 -0.9342 0.20
H -0.36548 1.42165 -0.14921 -0.9362 -1.3037 -0.1221 0.20
H 2.14850 1.13974 0.10911 -1.3814 -0.9054 0.0795 0.19
H 0.42681 -1.46494 -0.27410 0.4780 -0.6524 0.4393 0.20
H 2.82675 -0.43044 -0.02097 -1.0792 -0.9045 0.0884 0.21

***

[2]
10
Properties=species:S:1:pos:R:3:forces:R:3:nbo_charge:R:1 method="wB97M-V/def2-TZVPD" smiles=C#CCC e_above_lowest_kcal_mol=13.7 e_homo_ev=-10.0 homo_lumo_gap_ev=11.094 spin_multiplicity=1
C -1.16038 0.21668 0.01595 -0.6961 -0.3060 -0.0783 -0.01
C -2.28094 -0.23373 0.00614 0.7912 0.3917 -0.0477 -0.25
C 1.23723 -0.45863 -0.00142 0.3249 0.0218 0.3112 -0.59
C 0.22433 0.70076 -0.00474 0.2879 -0.1616 0.5070 -0.48
H -3.27984 -0.60271 -0.03445 0.1111 0.0181 0.0612 0.23
H 2.28944 -0.10580 -0.00245 -0.6671 -0.0672 -0.0952 0.21
H 1.07256 -1.10451 -0.85706 0.0749 -0.0180 -0.2206 0.21
H 1.10760 -1.09086 0.88373 -0.0305 0.1999 -0.0674 0.21
H 0.40711 1.34566 0.86554 -0.1414 -0.1476 -0.1096 0.23
H 0.38287 1.33314 -0.87124 -0.0549 0.0688 -0.2606 0.23

***

[3]
10
Properties=species:S:1:pos:R:3:forces:R:3:nbo_charge:R:1 method="wB97M-V/def2-TZVPD" smiles=CC#CC e_above_lowest_kcal_mol=47.2 e_homo_ev=-9.3 homo_lumo_gap_ev=10.257 spin_multiplicity=1
C 0.77894 0.56963 -0.86326 -0.7055 -0.6104 0.8028 -0.12
C 0.48566 -0.56661 -0.55386 0.2619 -0.0145 -0.3141 0.10
C 0.10303 1.65942 -0.07421 -0.0443 0.6574 0.0440 -0.62
C -0.17640 -1.64213 0.14966 0.0123 -0.3594 -0.0291 -0.71
H 0.06054 -1.56523 1.21911 0.0464 -0.1681 -0.2250 0.24
H 0.12468 -2.61347 -0.22423 -0.0939 -0.3123 0.1024 0.25
H -0.55442 1.19301 0.67939 0.2106 0.3288 -0.1989 0.19
H 0.83270 2.26387 0.45640 -0.0444 0.3283 -0.1269 0.22
H -1.26103 -1.52018 0.03214 0.1966 -0.1814 -0.0624 0.24
H -0.52904 2.26570 -0.71687 0.1603 0.3318 0.0072 0.22

***

[4]
10
Properties=species:S:1:pos:R:3:forces:R:3:nbo_charge:R:1 method="wB97M-V/def2-TZVPD" smiles="C=CC=C" e_above_lowest_kcal_mol=18.9 e_homo_ev=-9.3 homo_lumo_gap_ev=10.488 spin_multiplicity=1
C 0.84029 0.22290 0.24173 0.4990 -1.4723 0.1480 -0.24
C -0.40052 -0.34181 0.77685 1.3020 -0.1984 0.7929 -0.22
C -1.32525 -0.81219 -0.06236 1.3867 0.0297 -0.0816 -0.40
C 0.86821 0.99367 -0.81829 1.8703 0.6205 -1.6835 -0.39
H 1.92749 1.21929 -1.22324 -2.1715 -0.0415 0.2709 0.20
H -2.17111 -1.18200 0.45898 -1.1275 -0.6914 -0.5590 0.21
H -0.06132 1.23713 -1.36566 0.7980 0.4040 0.4393 0.21
H 1.78233 -0.25565 0.56505 -0.4155 0.7616 0.3888 0.21
H -1.05000 -0.91631 -1.16728 -1.0539 0.3344 1.7556 0.22
H -0.32384 -0.47786 1.90460 -1.0876 0.2534 -1.4715 0.21

***

[5]
10
Properties=species:S:1:pos:R:3:forces:R:3:nbo_charge:R:1 method="wB97M-V/def2-TZVPD" smiles="C=C=CC" e_above_lowest_kcal_mol=28.6 e_homo_ev=-8.6 homo_lumo_gap_ev=9.689 spin_multiplicity=1
C 0.68987 -0.66534 1.20288 0.0688 -0.0746 0.3242 -0.61
C 0.79230 0.17023 -0.04230 0.1049 -0.2227 -0.0771 -0.31
C -0.28668 0.32558 -0.75282 0.2246 -0.6216 0.2564 0.14
C -1.43805 0.64897 -1.25703 0.6160 0.6818 -0.8022 -0.54
H 1.20284 -1.61270 1.00274 -0.0058 0.0890 0.1132 0.22
H -1.33725 1.71184 -1.43139 -1.4312 0.6256 0.4896 0.23
H -0.35724 -0.91676 1.38681 0.1286 0.1193 0.1409 0.22
H 1.76049 0.50557 -0.40452 -0.0070 -0.5103 -0.2010 0.22
H -2.16233 0.06698 -1.80346 0.3084 -0.2136 -0.2258 0.23
H 1.13605 -0.23438 2.09909 -0.0072 0.1270 -0.0182 0.21

***

[6]
16
Properties=species:S:1:pos:R:3:forces:R:3:nbo_charge:R:1 method="wB97M-V/def2-TZVPD" smiles=Cn1ncc(B(O)O)c1Cl e_above_lowest_kcal_mol=37.4 e_homo_ev=-8.0 homo_lumo_gap_ev=8.304 spin_multiplicity=1
Cl -0.85350 2.21673 -0.55989 -0.0778 0.8651 -0.1709 0.08
O 2.51553 1.63540 0.54494 0.1125 1.2002 0.6824 -0.87
O 2.97679 -0.15030 -0.93824 0.5817 0.0757 0.1540 -0.86
N -1.49244 -0.27764 0.08739 3.2822 -0.1476 -0.7815 -0.18
N -1.00698 -1.48294 0.34118 0.3013 -1.9757 1.1153 -0.33
C 0.92318 -0.31601 0.32593 -3.6067 5.3791 -1.4139 -0.40
C 0.35351 -1.49136 0.50118 -2.7101 -2.5163 0.1753 -0.05
C -2.88232 -0.26726 -0.04027 -4.1889 0.1869 -2.3471 -0.42
C -0.54875 0.65078 -0.09973 3.2747 -4.0799 2.1388 0.09
B 2.18807 0.44535 0.01793 0.5730 -1.1007 -0.9105 1.06
H -3.32625 0.53089 -0.79393 1.3581 -1.7625 1.1980 0.22
H 3.81543 0.31855 -0.95198 0.3224 -0.1793 -0.4555 0.47
H -3.30409 -1.32969 -0.25199 1.2152 1.9290 -0.1350 0.25
H 3.29138 2.07393 0.17227 -0.2803 -0.1306 0.0836 0.49
H 0.73684 -2.52523 0.77999 -0.1414 1.7994 -0.4990 0.24
H -3.38639 -0.03121 0.86520 -0.0161 0.4571 1.1659 0.22